No. 1
A molecular structure, C5H8O2. Source: the Open Molecules 2025 dataset; level of theory: ωB97M-V with the def2-TZVPD basis set.

Results
- ΔE to the lowest compared entry with this formula, charge and spin: 121.2 kcal per mole
- HOMO (alpha / beta): -8.5 / -8.5 eV

CARTESIAN COORDINATES (ANGSTROEM)
C1 -0.475 1.395 -0.130
C2 -0.274 0.155 0.476
C3 -0.803 -1.082 -0.500
C4 -1.476 -0.813 0.735
O1 0.855 -0.094 1.076
C5 2.036 0.160 -0.233
O2 2.150 -0.875 -0.863
H1 -1.230 1.574 -0.892
H2 1.322 1.010 -0.672
H3 0.071 2.253 0.237
H4 -1.251 -0.769 -1.435
H5 -0.004 -1.811 -0.549
H6 -2.459 -0.360 0.724
H7 -1.250 -1.431 1.597
H8 2.858 0.615 0.364


No. 2
A single C5H8O2 molecule in a non-equilibrium geometry. Source: the Open Molecules 2025 dataset; level of theory: ωB97M-V with the def2-TZVPD basis set.

Results
- ΔE to the lowest compared entry with this formula, charge and spin: 129.0 kcal per mole
- HOMO: -7.6 eV
- SMILES string: C[C@@]1(O)[C@@H]2C[C@@]21O

CARTESIAN COORDINATES (ANGSTROEM)
C1 1.375 1.204 0.268
C2 0.663 -0.048 -0.150
O1 1.323 -0.836 -1.139
C3 -0.209 -0.774 0.808
C4 -1.658 -1.194 0.037
C5 -0.890 0.017 -0.248
O2 -1.519 1.256 0.046
H1 1.454 1.896 -0.576
H2 2.387 0.962 0.605
H3 0.857 1.712 1.083
H4 2.289 -0.764 -1.092
H5 0.176 -1.752 1.074
H6 -1.531 -2.033 -0.635
H7 -2.584 -1.118 0.592
H8 -2.133 1.472 -0.673